ORCA calculation (the ωB97M-V functional and the def2-TZVPD basis) on C36H50BrN2PRhSi as an isolated structure at a distorted geometry.

XYZ file:
```
92
Properties=species:S:1:pos:R:3:forces:R:3:mulliken_charge:R:1
Rh 0.300123 2.060387 0.899869 0.785 -0.199 -0.124 0.1170
C 2.166789 4.825763 -1.023418 -1.759 -0.352 -0.446 -1.6107
C 1.815465 4.119101 0.292787 0.175 1.345 -1.136 1.3633
C 2.705546 3.172796 0.733686 -0.577 -2.299 1.900 -0.3739
C 2.560098 2.518034 2.022723 -1.439 3.229 -1.959 -0.5281
C 1.577306 3.014820 2.911357 0.587 1.215 -2.192 -0.6157
C 0.689846 4.050467 2.458716 -0.893 -0.553 -0.312 -0.8184
C 0.722464 4.530882 1.113362 1.484 -0.146 0.897 -0.7345
H 3.006971 5.483052 -0.911363 0.674 0.085 0.234 0.4136
H 1.339334 5.494350 -1.296543 0.071 -0.111 -0.005 0.3952
H 2.328584 4.165378 -1.910440 0.062 0.223 0.944 0.2789
H 3.458298 2.759611 0.086295 0.361 0.285 -0.228 0.4994
H 3.307110 1.829594 2.214660 1.002 -1.527 1.007 0.6563
H 1.675204 2.755261 3.916711 -0.519 -0.585 1.540 0.6939
H -0.156018 4.383207 3.101580 1.005 -0.119 -0.311 0.3673
H 0.144756 5.393429 0.775854 -0.229 -0.474 0.257 0.5766
N -2.499969 1.833231 -0.489020 0.867 -0.633 -1.470 -0.1549
P -0.894804 2.050748 -1.183783 -1.319 0.655 -1.283 1.4085
C -1.399689 3.589085 -2.264523 1.626 -1.592 1.619 0.3469
C -0.824396 3.837158 -3.468376 -0.532 1.196 -1.618 -0.1455
C -1.379014 4.947735 -4.205950 -0.139 -0.231 2.546 -0.6493
C -2.278858 5.865839 -3.390454 1.395 -0.097 -2.205 -0.2387
C -2.597326 5.720511 -2.079280 0.517 -0.326 0.359 -0.9480
C -2.149460 4.534731 -1.529113 -0.606 -0.925 1.235 -0.1131
C -0.498696 0.948409 -2.583170 -1.615 -1.130 0.252 0.8006
C 0.823903 0.713918 -2.941342 -0.497 -1.411 -0.097 -0.4594
C 1.090498 -0.213028 -3.974458 -1.996 1.938 0.944 -0.6689
C 0.026440 -0.697507 -4.742799 2.544 -0.532 -1.544 -0.6866
C -1.255152 -0.478544 -4.394957 -2.335 1.339 1.307 -0.7088
C -1.562118 0.282928 -3.261184 2.696 0.671 0.252 -0.7932
C -2.689111 1.412421 0.828576 0.836 0.690 0.205 0.0422
C -3.912368 0.986982 1.286151 1.342 -0.048 1.779 -0.8468
C -4.025238 0.750039 2.666543 -1.723 -0.444 -0.832 -0.6393
C -2.919744 0.849450 3.461449 -0.284 0.629 1.214 -1.0869
C -1.796840 1.400539 2.957394 0.974 -0.133 -0.112 -0.3748
N -1.655075 1.644014 1.652230 0.039 0.272 -0.031 0.3756
H -3.276002 1.626507 -1.122196 0.315 0.058 0.303 0.3304
H -0.005771 3.245359 -3.875242 -0.457 -0.133 -0.091 0.4538
H -1.062340 5.155643 -5.238874 -0.463 0.117 0.542 0.4648
H -2.522213 6.781310 -3.872706 -0.400 0.588 -0.508 0.4515
H -3.024332 6.527906 -1.499711 -0.340 -0.162 -0.117 0.4970
H -2.299037 4.127881 -0.501266 -0.341 1.277 -0.581 0.3527
H 1.588145 1.078283 -2.283781 0.607 0.276 -0.088 0.4122
H 2.091531 -0.369701 -4.187502 1.679 -0.650 -0.697 0.6457
H 0.269304 -1.199873 -5.702880 -0.257 0.084 0.911 0.4047
H -2.112624 -0.735718 -4.983699 -0.020 -0.726 -0.427 0.5110
H -2.525153 0.404309 -2.854521 -1.296 -0.014 -0.119 0.4726
H -4.623582 0.902407 0.541328 -1.995 -0.311 -0.791 0.6465
H -4.983682 0.537506 3.176501 0.504 -0.119 -0.783 0.4365
H -2.959840 0.741108 4.528072 -0.260 -0.308 0.269 0.5817
H -1.000311 1.663903 3.648174 0.217 -0.067 -0.412 0.3682
C 0.255787 -2.902778 -1.944441 -1.051 -0.777 0.282 -2.0593
C -0.421761 -3.116213 -0.545600 -0.849 0.561 -1.445 2.9986
C -0.858479 -4.566609 -0.403724 -1.697 -0.906 -1.258 -1.7397
C -1.743401 -2.267388 -0.567927 0.662 0.946 0.584 -1.8886
Si 0.760786 -2.894607 0.884978 0.387 0.815 0.531 -2.0703
Br 1.240295 -0.395122 0.671004 -0.420 0.427 0.069 0.2287
C 2.617534 -3.253304 0.661807 0.822 0.780 -1.066 2.1245
C 3.553555 -2.745757 1.808874 -0.739 -1.430 -0.958 -1.9273
C 3.185992 -2.565744 -0.634111 0.945 0.494 1.351 -1.7242
C 2.803869 -4.759279 0.447618 1.375 -0.574 -1.199 -1.4648
C 0.059317 -3.080510 2.635248 -0.839 -0.030 -0.704 2.6419
C 0.199998 -4.580509 3.032312 0.474 -0.059 -0.754 -1.4560
C 0.847800 -2.259388 3.669249 0.277 -0.728 0.809 -1.4643
C -1.493131 -2.720952 2.704682 0.867 -0.537 0.721 -1.6773
H -0.502535 -2.842666 -2.762606 0.362 -0.272 0.764 0.6273
H 0.922318 -3.738360 -2.173943 0.066 0.236 -0.045 0.3603
H 0.770730 -1.971652 -1.944068 0.565 0.714 -0.207 0.1833
H -1.338624 -4.925594 -1.381778 0.727 0.485 1.166 0.4165
H -1.689473 -4.609787 0.321385 0.621 -0.398 0.007 0.3936
H -0.065744 -5.277858 -0.181146 0.048 -0.096 0.148 0.4022
H -2.229944 -2.282061 -1.535255 0.153 -0.310 -0.406 0.6548
H -1.613435 -1.196406 -0.327348 0.415 -0.171 -0.184 0.1211
H -2.492905 -2.572296 0.137355 -0.188 -0.559 0.476 0.4921
H 3.510768 -1.697471 1.857542 -0.568 1.498 0.608 0.3301
H 4.596745 -2.889564 1.534122 0.049 -0.756 0.004 0.5333
H 3.282476 -3.248576 2.725878 0.502 0.107 0.333 0.4161
H 3.418007 -1.481061 -0.520661 -0.594 -0.631 0.098 0.2235
H 2.531342 -2.703377 -1.472101 0.477 -0.253 -0.559 0.3181
H 4.210539 -2.980398 -0.698089 -0.616 -0.196 -0.735 0.6284
H 2.455868 -5.324835 1.312796 0.192 -0.418 -0.411 0.3162
H 3.878554 -4.966727 0.191077 -0.337 0.330 1.369 0.4645
H 2.527042 -5.176229 -0.548429 -1.308 0.413 0.753 0.3321
H 1.304772 -4.860724 3.043900 -1.476 0.289 0.982 0.2840
H -0.196471 -5.262781 2.262638 -0.248 0.276 0.270 0.3170
H -0.440671 -4.688856 3.944549 1.211 -0.408 -0.386 0.5291
H 1.911703 -2.587513 3.833513 -1.302 0.207 -0.221 0.2588
H 0.311992 -2.356600 4.626190 0.276 -0.121 -0.087 0.5519
H 0.867430 -1.210426 3.466152 0.006 0.804 -0.359 0.1571
H -2.180071 -3.455516 2.306356 0.302 -0.457 -0.808 0.3412
H -1.810822 -1.757931 2.298322 0.344 0.136 0.300 -0.0104
H -1.746694 -2.848178 3.762220 0.031 0.755 0.170 0.6668
```
Positions in Å, forces in eV/Å.

Output
**Lowest unoccupied orbital energy (spin up / spin down)**: -9.021 / -12.510 eV
**Strongest force on any atom**: 4.04 eV/A
**Gap between HOMO and LUMO (spin up / spin down)**: 7.27 / 3.86 eV
**2S+1**: 5
**Total charge**: +3
**Energy relative to the best compared isomer or geometry (same formula, charge and spin)**: 0.0 kJ/mol
**<S²>**: 6.032
**Molecular weight**: 752.7 g/mol